Molecular formula: C29H42AsN6PbS
Method: DFT, ωB97M-V/def2-TZVPD

ORCA input file:
```
! wB97M-V def2-TZVPD RIJCOSX def2/J DEFGRID3
* xyz 3 1
Pb 0.6691 -2.4047 -0.7034
As 1.3371 2.6784 -4.8169
S 1.2523 -3.3196 1.8808
N -0.7065 -0.8232 0.1945
N -1.9033 -3.4002 -2.1599
N -0.7664 -4.5979 0.0647
N 1.9680 -0.6467 0.3523
N -0.6987 -5.1682 1.2403
N 0.0811 -5.1892 3.2920
C -4.7896 1.3440 2.4036
C 3.1786 1.3111 1.9036
C -1.5873 -6.8738 -0.6007
C -2.7529 2.3283 3.4909
C 3.3157 -0.5485 0.4522
C -1.5117 -5.4234 -0.8404
C -2.9633 -0.1548 0.7148
C 1.2554 0.2736 1.0175
C 4.7451 1.5281 3.8577
C -2.9971 -4.8977 -4.2974
C 3.9104 0.3931 1.2218
C 3.0621 3.4282 -4.5185
C -2.0323 -1.0368 0.2127
C -2.2214 -2.8207 -3.2894
C -2.7693 -3.5544 -4.4285
C -1.1115 1.1466 1.4750
C -3.3976 1.9362 2.1930
C 1.7980 1.2881 1.7818
C -2.4890 0.9695 1.3284
C -0.2389 0.2475 0.8530
C 2.9373 3.2426 3.5267
C 3.8854 2.2879 2.8403
C -0.0109 3.8318 -4.0090
C -3.5564 3.2476 1.4200
C 4.8477 3.1294 1.9625
C -1.9391 -4.7950 -2.0474
C 0.9414 2.4821 -6.7642
C -2.6555 -5.5016 -3.0486
C 0.2241 -4.5813 2.1683
H -2.3462 -7.1653 0.1733
H 2.3052 3.7946 2.8019
H 1.1628 3.3967 -7.3625
H 1.2474 2.1384 2.2496
H 1.7397 1.8267 -7.2149
H -2.7671 -6.5300 -2.9009
H -5.3268 1.0122 1.5101
H 5.4742 0.7866 3.4253
H -4.6624 0.5067 3.1262
H 3.3287 3.9809 -5.3925
H 3.8203 2.6970 -4.3382
H -2.4098 -1.9143 -0.3026
H 0.6875 -4.8909 4.0298
H -0.6399 -7.1988 -0.2578
H -0.9626 3.5144 -4.4348
H -4.1232 3.9881 2.0573
H 5.2577 2.2175 4.5430
H 0.1671 4.8771 -4.2331
H -0.0449 3.7151 -2.9045
H -1.8913 2.9573 3.4036
H 3.9457 -1.2407 -0.0602
H -0.6754 -5.8082 3.3517
H 3.5159 4.0497 3.9786
H 2.3828 2.8525 4.3375
H -2.9620 -2.9072 -5.2950
H 3.1261 4.1959 -3.7867
H 4.4382 3.9353 1.3546
H 5.5875 3.5626 2.6150
H -3.5254 -5.5304 -5.0240
H -5.3594 2.2126 2.7992
H -4.0083 3.1290 0.3608
H -0.0806 2.1165 -6.9646
H -2.5495 3.7336 1.1643
H -0.7538 1.9115 2.0958
H -3.5297 2.9117 4.0404
H -1.7728 -7.3800 -1.5337
H 4.0321 0.9755 4.4541
H 5.0233 0.4457 1.2550
H -2.1695 -1.7375 -3.4614
H 5.4415 2.4924 1.2566
H -2.4230 1.4058 4.0553
H -4.0103 -0.3927 0.7046
*
```

Its total energy is -116590.3652 eV. The calculation puts the lowest unoccupied orbital energy (spin up / spin down) at -0.3439 / -0.3905 Ha. Its frontier orbital gap (spin up / spin down) is 7.1 / 4.8 eV. The calculation puts the largest force on an atom at 3.4 eV Å⁻¹.

---

Molecular formula: C29H42FN4O3
Method: DFT, ωB97M-V/def2-TZVPD

ORCA input file:
```
! wB97M-V def2-TZVPD RIJCOSX def2/J DEFGRID3
* xyz 1 1
F -0.7289 2.7482 2.8166
O -4.7858 -0.2053 0.3141
O -3.9597 -1.9925 2.8028
O -2.2852 -3.6089 2.8178
N 3.0806 -3.9169 -1.3475
N 3.0350 1.3537 -4.3215
N -0.0128 6.3037 -1.7910
N -0.7112 0.4500 2.3126
C 3.5377 -5.8532 -2.3161
C -0.1602 1.1210 -1.5662
C -1.1345 -0.6709 2.9481
C 1.1665 1.2053 -0.7901
C 2.9164 0.0382 -4.6874
C -2.6139 1.8671 1.5403
C -1.5164 1.6720 2.6021
C 5.0851 0.6296 -4.7290
C -0.5772 7.2035 -0.9308
C 0.5519 -2.0151 1.9208
C 4.1729 -0.4397 -4.9441
C 0.4843 5.6150 0.2537
C 0.8591 1.5515 0.6836
C -3.5312 -3.2202 3.3266
C -5.5221 -0.8318 1.3702
C 1.2954 -3.2656 1.6723
C 0.3319 0.3619 1.4593
C 2.7536 -3.7755 -2.6708
C -1.1719 -3.0910 3.5024
C 0.9728 -0.8576 1.2776
C 3.0280 -4.9598 -3.2978
C -4.8513 -2.1435 1.6969
C 4.3536 1.7219 -4.3485
C 3.5574 -5.1831 -1.1240
C -2.4849 3.1043 0.6357
C 2.1021 -3.7874 2.6387
C -0.5607 -1.9073 2.7741
C 0.6383 5.3339 -1.0797
C -0.2895 6.8036 0.3462
H -3.4897 3.4549 0.4082
H -1.4174 -2.7562 4.5131
H 2.2723 1.9549 -4.0735
H -0.0675 6.3499 -2.7918
H -1.1321 8.0488 -1.2994
H -0.1176 0.4995 -2.4545
H 1.7934 1.8546 1.1582
H 1.7859 0.3220 -0.8966
H 2.3577 -2.8481 -3.0489
H -1.9573 3.9435 1.0763
H -0.9262 0.7195 -0.8978
H -5.5359 -0.1857 2.2520
H -2.0144 1.4553 3.5429
H 3.8538 -6.8709 -2.4704
H 2.9887 -3.2030 -0.6512
H -1.9818 -0.5715 3.6092
H 1.7096 -4.0963 3.6038
H -0.4848 2.1352 -1.7896
H -0.5965 7.3075 1.2471
H -4.2247 -4.0230 3.0798
H 1.9526 -0.4405 -4.7335
H -4.3152 -2.4844 0.8107
H 1.7319 2.0546 -1.1719
H 3.8686 -5.4948 -0.1412
H -5.1348 0.6831 0.1991
H -6.5555 -0.9897 1.0584
H 1.1537 4.5316 -1.5812
H 0.1569 2.3801 0.6636
H 4.6556 2.7238 -4.0954
H 0.8785 5.0339 1.0720
H -3.5271 -3.1202 4.4148
H -5.6364 -2.8525 1.9649
H -2.0588 2.7866 -0.3100
H 6.1554 0.5985 -4.8427
H -3.5666 1.9253 2.0624
H -0.4210 -3.8703 3.5901
H 3.1604 -3.9529 2.4677
H 1.2159 -3.7757 0.7138
H 2.8808 -5.1659 -4.3445
H 1.8243 -0.9345 0.6239
H 4.4137 -1.4429 -5.2535
H -2.6735 0.9573 0.9474
*
```

Its total energy is -45564.4602 eV. The calculation puts the lowest unoccupied orbital energy at -0.1322 Ha. Its frontier orbital gap is 6.5 eV. The calculation puts the largest force on an atom at 1.9 eV Å⁻¹.

---

Molecular formula: C29H42IIrN3O2SSb
Method: DFT, ωB97M-V/def2-TZVPD

ORCA input file:
```
! wB97M-V def2-TZVPD RIJCOSX def2/J DEFGRID3
* xyz 2 1
Ir 2.2274 -1.2555 1.5970
I 4.3897 -1.7384 3.0169
Sb -0.0301 1.3413 -0.0271
S -0.3610 -2.0152 0.2053
O 0.5558 -3.1055 0.3415
O -1.0947 -1.5149 1.3326
N 0.5765 -0.6846 -0.2505
N 2.8284 -1.1656 -0.3339
N 1.6453 -1.6695 3.5543
C 2.7873 2.4228 -0.4462
C -1.8887 -3.6089 -3.1249
C -1.0172 -3.2550 -2.1117
C -2.9487 0.7777 1.3075
C -1.8655 1.2448 -2.4254
C 2.7224 -2.3917 5.5818
C 1.4776 -2.5035 6.1922
C 3.9759 -1.4862 -0.9349
C 0.4507 -1.7971 4.1486
C -3.2173 -3.1794 -3.1181
C -1.7326 1.6871 1.4219
C 0.3360 -2.2073 5.4653
C 1.6809 -1.3180 -2.4187
C -4.1691 -3.6101 -4.1939
C -1.1016 1.5865 2.8039
C -1.4716 -2.4317 -1.0834
C 4.0356 -1.7310 -2.2968
C -2.7952 -2.0132 -1.0392
C 0.4861 1.7866 -3.0980
C -0.6091 2.0253 -2.0633
C 2.3079 1.9278 1.9671
C 2.7274 -1.9741 4.2754
C 2.8723 -1.6715 -3.0434
C -3.6548 -2.3875 -2.0572
C -0.8815 3.5293 -2.0235
C 1.3112 3.9464 0.8912
C -2.1938 3.1143 1.1198
C 1.7144 -1.0374 -1.0720
C 1.7517 2.5011 0.6724
H 3.0994 1.3984 -0.6564
H 0.0434 1.9452 -4.0854
H -4.7086 -4.5049 -3.8768
H -4.6908 -2.0743 -2.0195
H 4.9797 -1.9936 -2.7518
H 3.6409 -2.6252 6.0999
H -1.6615 0.1804 -2.5449
H 3.2980 2.3548 2.1427
H -0.6449 -2.3015 5.9081
H 0.0078 4.1049 -1.7681
H 1.6835 2.1366 2.8328
H 1.4077 -2.8295 7.2210
H -1.8956 1.7295 3.5422
H 3.6731 2.9750 -0.1216
H 0.7483 -1.2848 -2.9629
H 4.8465 -1.5698 -0.3003
H -0.6535 0.6090 2.9779
H -2.2384 1.6197 -3.3826
H -2.7793 3.1624 0.2029
H 0.9486 4.4447 -0.0076
H -2.8650 3.3927 1.9375
H -2.7379 -0.2538 1.5579
H -3.1567 -1.4307 -0.2045
H 1.3106 2.4898 -2.9987
H 2.8863 -1.8951 -4.1014
H 2.4374 2.8866 -1.3677
H 2.4283 0.8362 1.8491
H 0.5735 4.0494 1.6857
H -1.4042 3.8640 1.0853
H 2.2025 4.4870 1.2233
H 0.8864 0.7800 -3.0815
H -3.6742 1.1533 2.0348
H -2.6662 1.3665 -1.6954
H -0.3537 2.3584 2.9781
H -1.6999 3.8250 -1.3712
H -1.1607 3.8198 -3.0408
H -1.5434 -4.2559 -3.9215
H -3.6451 -3.8505 -5.1170
H -3.4232 0.8369 0.3289
H -0.4088 -1.5887 3.5299
H -4.9087 -2.8383 -4.4011
H -0.0099 -3.6476 -2.0916
*
```

Its total energy is -67616.0986 eV. The calculation puts the lowest unoccupied orbital energy (spin up / spin down) at -0.2126 / -0.2126 Ha. Its frontier orbital gap (spin up / spin down) is 6.7 / 6.7 eV. The calculation puts the largest force on an atom at 0.8 eV Å⁻¹.